2 unconnected molecules or ions with the total composition C6H14O5S at a distorted geometry, computed with ωB97M-V/def2-TZVPD.

Geometry as XYZ:
```
26
C6H14O5S, DFT ωB97M-V/def2-TZVPD
C 1.859 1.281 -1.135
C 0.682 -1.733 1.051
C 1.888 -0.114 -0.518
C 0.714 -0.307 0.466
C -3.292 -0.073 -0.365
C -1.460 0.616 0.525
O 0.154 -2.666 0.141
O 3.106 -0.376 0.139
O -3.879 -0.839 0.585
O -2.852 -0.673 -1.494
O -0.510 -0.047 -0.209
S -1.389 2.406 0.429
H 1.869 2.043 -0.357
H 2.727 1.417 -1.775
H 0.959 1.403 -1.730
H 0.018 -1.766 1.919
H 1.697 -2.005 1.367
H 1.822 -0.863 -1.315
H 0.845 0.409 1.291
H -3.855 0.833 -0.551
H -1.542 0.323 1.570
H 0.742 -2.720 -0.621
H 3.305 0.364 0.726
H -3.484 -1.722 0.605
H -2.091 -1.246 -1.304
H -1.464 2.469 -0.898
```

Computed properties:
Kohn-Sham gap   8.53 eV
E_tot   -27519.2761 eV

Atom charges from the Mulliken analysis, given in e for atoms 1 to 6:
1. C -1.348
2. C -0.803
3. C 0.215
4. C -0.013
5. C 0.031
6. C -0.347